(1)
ORCA calculation (ωB97M-V/def2-TZVPD) on C4H6OS3 in the gas phase at a distorted geometry.

Last column: Mulliken charge in e.
Positions of all 14 atoms, in Å:
S 2.7921 -0.8402 -0.4264  -0.1848
H 2.6339 0.3387 -0.9916  0.1111
H -3.0335 -1.8174 0.5280  0.3247
S -2.8529 0.3830 -0.4120  -0.2448
O -1.1070 -1.4880 0.3011  -0.3269
C -0.0703 -0.6555 -0.1506  -0.1368
H -0.3162 2.2291 -0.4554  0.1268
S 0.8643 2.0325 0.1372  -0.2125
C -2.3502 -1.0437 0.1788  -0.0148
H -0.1081 -0.3935 -1.2111  0.5137
H 1.2731 -1.4897 1.3164  0.3351
C 1.2572 -0.8172 0.5019  -0.4815
C 0.4251 0.4180 0.7772  -0.1366
H -0.0194 0.4214 1.7804  0.3272

Atomic forces in eV per Å
-0.03 -0.64 0.40
-0.12 0.61 -0.28
0.03 0.10 0.01
0.17 -0.32 0.16
-0.01 -0.20 0.03
0.35 0.58 -0.20
-0.15 0.08 -0.10
0.06 -0.29 0.12
-0.28 0.23 -0.21
-0.06 -0.23 0.31
0.13 -0.66 0.72
-0.07 0.54 -0.96
-0.17 0.15 0.47
0.14 0.03 -0.47

relative energy (zero: lowest compared OMol25 entry of this formula, charge and spin)	29.9	kcal per mole
SMILES	S=CO[C@H]1[C@H](S)[C@@H]1S
E	-1425.75628	a.u.
2S+1	1
gap between HOMO and LUMO	9.3	eV
HOMO level	-9.1	eV
LUMO	0.157	eV
max |F|	1.11	eV/A

***

(2)
ORCA calculation (ωB97M-V/def2-TZVPD) on a molecular structure, C41H49N6O2PtS.

Last column: Mulliken charge in e.
Positions of all 100 atoms, in Å:
H 5.2431 -2.2784 1.5616  0.2084
H -6.2995 0.0728 0.7800  0.4788
H -5.4207 1.5263 -1.7758  0.2670
C 0.7648 5.4260 0.9636  -1.3751
H -1.6813 -5.5763 -0.6270  0.4211
C 5.1016 2.2582 0.5817  -1.2323
H 4.3525 3.5333 -1.0138  0.2106
C 2.7510 -2.0880 -0.2241  -0.4543
H -5.4705 -2.1597 2.6342  0.3093
H 5.5179 -1.5873 -0.8603  0.4622
H 3.5568 -4.5393 1.3145  0.1540
C -2.3842 4.9736 0.4283  -1.3138
H -7.0754 1.3891 -1.1736  0.4110
H -6.2128 -0.0454 -1.7351  0.3158
C 6.0021 -1.5604 1.2459  -1.0220
N 0.2966 -2.1001 -0.0477  -0.2758
C -0.6327 -3.0645 0.0334  0.8128
H 6.9433 -2.0944 1.1183  0.3837
C 5.2934 3.0817 -0.6950  -1.0530
H -2.6225 -3.7522 0.3131  0.4478
H 6.0532 1.8200 0.8882  0.4287
C 3.1307 -5.4487 0.8875  -0.8860
H -5.4783 1.6083 0.7440  0.3099
C 0.0002 -4.3788 -0.1309  0.3582
H -0.4083 0.8081 7.0184  0.4221
N -2.0015 -0.4229 0.1822  -0.1061
N -0.0847 1.6843 3.3067  0.1788
C 5.5898 -0.8580 -0.0503  -1.2816
C -4.0540 -1.4211 0.3552  0.3698
N 2.0086 0.2196 0.2239  -0.6689
N -0.2886 1.8991 0.3964  -0.2955
H 2.6788 3.4521 0.9204  0.4207
C -2.0709 1.6282 -2.5528  -0.0206
C -0.0838 0.3987 3.7214  0.1125
C 2.6405 1.3752 0.4731  0.6507
C -3.1554 5.0445 1.7475  -1.1757
H 0.5121 6.2265 -1.0384  0.3182
H -2.3811 1.9168 -3.5647  0.3893
H 3.9360 -6.1701 0.7512  0.3893
H -0.3817 3.2365 6.2933  0.4361
H 4.7935 2.9152 1.3992  0.4480
C -5.0668 -2.5043 0.5289  -1.1424
C -0.1901 2.6365 4.1987  0.3849
H 1.9987 5.3096 -0.8214  0.1998
H 5.6479 2.4502 -1.5102  0.3243
C 0.0403 4.1389 0.7364  0.8056
H -4.2073 -3.3513 2.3374  0.2432
C -0.3047 2.4242 5.5893  -1.0856
Pt 0.0031 -0.0999 0.2475  0.3005
C 2.9858 -0.7490 -0.0009  -0.0702
S 0.0744 -0.9126 2.6814  -0.5428
H -0.1158 -6.2850 1.9146  0.2392
H 6.3650 -0.1505 -0.3490  0.4347
C -2.7276 1.9429 -0.2232  0.4153
C 1.3199 6.0134 -0.3375  -1.1894
C -5.5710 0.6562 0.2137  -1.2712
C 1.3253 -4.1585 -0.2928  0.7051
C -6.1019 0.8992 -1.2006  -1.1604
H -3.6052 4.0796 1.9934  0.2647
C 1.5305 -2.7264 -0.2158  -0.0648
H -2.4885 5.3121 2.5692  0.2742
C -4.2585 -0.0676 0.2357  0.8103
O -2.9094 2.1824 -1.6726  -0.4143
H -1.6247 -7.0304 1.3815  0.3920
H 2.0154 -6.0844 -0.8468  0.3884
C 2.0331 2.6057 0.7415  -0.8997
N -0.2159 0.1513 5.0611  0.0350
H 0.0874 6.1446 1.4310  0.5094
C -2.0000 -2.8727 0.2547  -0.8741
O -1.1572 0.8910 -2.3127  -0.3440
H -3.9522 5.7864 1.7013  0.4180
C -1.4634 2.5586 0.2520  0.1440
H -5.9020 -3.7807 2.0811  0.4059
H -3.5579 2.5294 0.1679  0.4371
C -0.7450 -5.6708 -0.0710  -1.1781
H -1.9511 5.9505 0.2059  0.4463
C -2.9740 0.5200 0.1115  -0.6668
H 6.1267 -0.8370 2.0527  0.3171
H -0.2297 -0.8201 5.3430  0.2751
C -5.1696 -2.9797 1.9807  -1.1144
H 6.0188 3.8804 -0.5415  0.3773
H 2.4283 -5.8563 1.6152  0.2325
C -1.2922 3.9491 0.4598  0.5741
H 3.1528 -4.8014 -1.1743  0.4340
H -0.1665 -6.4442 -0.5788  0.3716
C -2.6264 -1.6342 0.2930  0.4370
C -0.3175 1.1281 5.9904  -0.1366
C -1.0421 -6.1096 1.3663  -1.0318
C 4.2921 -0.1290 0.0930  0.7131
H -4.8118 -3.3492 -0.1162  0.4435
H -1.6039 -5.3434 1.9035  0.2476
H -3.0727 4.7584 -0.3926  0.4170
C 0.6679 2.8403 0.6561  0.4091
H 3.6226 -2.7137 -0.3643  0.3872
H 1.8634 6.9397 -0.1512  0.4208
H -0.1875 3.6496 3.8066  0.3410
C 2.4260 -5.1588 -0.4409  -1.2677
H -6.0397 -2.1467 0.1874  0.4516
H 1.5823 5.2720 1.6730  0.4586
C 4.0927 1.1716 0.4040  0.6138

Atomic forces in eV per Å
0.00 0.00 0.00
0.00 0.00 0.01
0.01 0.00 0.01
-0.03 0.00 0.01
0.00 0.00 -0.01
0.01 -0.02 0.01
0.00 0.00 0.00
0.01 -0.05 0.05
0.00 0.01 0.00
0.00 0.01 -0.01
0.00 0.00 0.00
0.02 0.03 -0.06
0.00 0.00 0.01
0.00 -0.01 0.01
0.00 0.00 0.02
0.12 0.09 0.05
-0.05 -0.07 0.03
0.00 0.00 0.00
-0.01 0.02 -0.01
-0.01 -0.01 0.02
0.00 0.00 -0.02
0.00 0.00 0.01
-0.01 0.01 -0.01
-0.03 0.04 -0.02
0.00 -0.02 0.00
-0.02 0.08 0.01
-0.02 -0.22 0.17
0.00 0.02 -0.03
0.04 -0.06 -0.03
-0.02 -0.08 -0.03
-0.07 0.05 -0.26
0.01 0.00 0.01
-0.13 -0.30 -0.02
-0.03 0.41 -0.05
0.11 0.00 0.01
0.00 -0.03 0.02
0.00 0.00 0.00
0.05 0.08 0.01
0.00 0.00 0.00
0.00 0.01 0.00
0.01 -0.01 0.02
-0.01 0.02 -0.01
-0.02 0.11 0.11
0.00 0.00 0.00
0.00 0.00 0.00
0.08 -0.03 0.01
0.00 0.00 0.00
0.01 -0.06 -0.10
-0.04 -0.15 -0.05
-0.01 0.10 -0.03
0.00 -0.10 0.02
0.00 0.00 0.00
0.00 -0.01 0.00
-0.04 0.00 -0.01
0.02 0.01 -0.01
0.01 -0.03 -0.01
0.04 -0.01 0.00
-0.01 -0.01 -0.03
-0.01 0.00 0.00
-0.07 0.06 -0.04
0.01 0.01 0.00
0.00 0.08 0.05
0.02 0.16 0.05
0.00 0.00 -0.01
0.00 0.00 0.00
-0.08 0.01 0.02
0.02 -0.08 0.03
0.00 0.01 -0.01
0.04 0.02 0.01
0.07 0.14 0.03
0.00 0.01 0.00
0.13 -0.07 -0.07
0.00 0.00 -0.01
0.02 -0.02 0.04
0.01 -0.01 -0.01
-0.01 0.00 0.00
0.03 -0.10 -0.07
0.00 0.00 0.00
0.00 0.01 0.03
0.01 -0.01 0.02
0.00 0.00 0.01
0.00 0.00 0.00
-0.09 -0.04 0.14
0.00 0.00 -0.01
0.00 0.00 0.01
-0.04 0.02 0.04
-0.01 -0.03 -0.02
0.00 0.01 0.02
-0.01 -0.09 0.07
-0.01 0.00 -0.01
0.00 0.00 0.00
0.00 0.00 0.00
0.03 0.05 0.00
0.00 0.00 -0.02
0.00 0.00 0.01
0.01 0.00 -0.03
-0.01 0.00 -0.03
0.00 -0.01 0.01
0.00 0.00 0.01
-0.07 0.05 -0.04

<S²>	6.055
relative energy (zero: lowest compared OMol25 entry of this formula, charge and spin)	0.0	kcal per mole
E	-2588.07989	a.u.
2S+1	5
charge	+1
gap between HOMO and LUMO (alpha / beta)	4.5 / 5.8	eV
HOMO level (alpha / beta)	-7.6 / -10.6	eV
LUMO (alpha / beta)	-3.138 / -4.802	eV
max |F|	0.41	eV/A

***

(3)
ORCA calculation (ωB97M-V/def2-TZVPD) on C6H11N in the gas phase at a distorted geometry.

Last column: Mulliken charge in e.
Positions of all 18 atoms, in Å:
H -0.0707 2.1757 2.7136  0.2727
H -1.4377 -0.2594 -0.4300  0.3337
C -1.3786 -0.9131 -1.3018  -0.1267
H 0.2637 -1.8875 -2.2432  0.2643
H 0.5489 -0.4388 1.9147  0.3199
H -2.3011 -2.3089 -2.4609  0.2062
C -0.0593 -1.1817 -1.4828  -0.4717
H -3.2031 -0.8543 -1.9937  0.2231
H 1.5488 2.4566 2.1587  0.3303
H 1.6492 -1.0057 -0.2802  0.2877
C 0.9876 -0.3179 -0.8527  -0.5574
C 0.8887 1.6705 2.5196  -1.2166
H 1.6817 0.0607 -1.5974  0.3950
C 0.7080 0.7217 0.2052  -0.4899
H 1.1068 1.2722 3.5070  0.3328
N -2.4763 -1.5315 -1.8455  -0.4343
C 0.7466 0.5639 1.5308  0.0751
H 0.7969 1.7774 -0.0613  0.2559

Atomic forces in eV per Å
-0.02 -0.10 -0.29
-1.22 0.36 -0.42
3.17 -0.53 0.91
0.12 -0.01 0.05
0.50 0.01 0.14
-0.35 0.43 -0.34
-2.00 0.89 -0.78
-0.47 -0.65 -0.56
0.34 -0.17 0.30
-0.12 0.03 -0.40
1.11 -1.71 1.51
-1.28 0.31 0.24
-0.19 0.44 -0.26
0.66 1.21 0.31
0.74 0.14 -0.03
-0.06 0.32 0.87
-0.86 -0.85 -0.70
-0.08 -0.12 -0.54

relative energy (zero: lowest compared OMol25 entry of this formula, charge and spin)	46.2	kcal per mole
SMILES	C/C=C/C/C=C/N
E	-289.89811	a.u.
2S+1	1
gap between HOMO and LUMO	8.9	eV
HOMO level	-7.7	eV
LUMO	1.172	eV
max |F|	3.34	eV/A

***

What is the formula in the third record? C6H11N